No. 1
A 2-piece molecular cluster, C4H14N overall at a distorted geometry. Source: OMol25; level of theory: ωB97M-V/def2-TZVPD.

Summary:
Multiplicity = 1
DFT total energy = -5857.8461 eV
LUMO energy = -3.9 eV
HOMO level = -14.394 eV
Energy relative to the best compared isomer or geometry (same formula, charge and spin) = 23.2 kcal per mole
Net charge = +1

CARTESIAN COORDINATES (ANGSTROEM)
C  -1.8363  2.5256  0.6516
C  -2.2526  1.1366  0.1817
H  -1.2633  3.0311  -0.1267
H  -2.7072  3.1618  0.8014
H  -1.2105  2.7873  1.5109
H  -2.4399  1.3132  -0.8794
H  -1.5788  0.2714  0.1925
H  -3.1439  0.8171  0.7203
C  1.2192  -1.9077  -0.4358
C  1.2898  -1.3805  0.9980
N  1.8972  -0.9657  -1.4224
H  1.8388  -2.7986  -0.5033
H  0.2013  -2.0787  -0.7248
H  2.0859  -1.8258  1.5820
H  0.3204  -1.4752  1.4793
H  2.8756  -0.7752  -1.2438
H  1.8543  -1.4920  -2.2966
H  1.4424  -0.0523  -1.4624
H  1.4075  -0.2924  0.9775


No. 2
An isolated ion of composition C4H12NO and charge +1 at a distorted geometry. Source: OMol25; level of theory: ωB97M-V/def2-TZVPD.

Summary:
Multiplicity = 1
DFT total energy = -7872.4025 eV
SMILES string = CC(C)[NH2+]CO
LUMO energy = -3.3 eV
HOMO level = -16.102 eV
Energy relative to the best compared isomer or geometry (same formula, charge and spin) = 43.5 kcal per mole
Net charge = +1

CARTESIAN COORDINATES (ANGSTROEM)
C  1.1095  -1.2536  -0.2382
C  1.7965  1.0797  0.5471
C  -1.8955  -0.3931  -0.5030
C  0.7918  0.2279  -0.3998
N  -0.6989  0.4515  0.2269
O  -2.9605  -0.3661  0.2510
H  0.6814  -1.6186  0.6434
H  0.7573  -1.8550  -1.0497
H  2.2693  -1.4109  -0.1399
H  2.5838  0.4205  1.1307
H  1.1585  1.5948  1.2443
H  2.2567  1.9400  0.0316
H  -2.0141  -0.0827  -1.5424
H  -1.4340  -1.3241  -0.4605
H  0.7100  0.6199  -1.3847
H  -0.9140  1.4792  0.3960
H  -0.7280  0.0711  1.1256
H  -3.4698  0.4194  0.1213


No. 3
A 2-piece molecular cluster, C3H7ClO2 overall at a distorted geometry. Source: OMol25; level of theory: ωB97M-V/def2-TZVPD.

Summary:
Multiplicity = 1
DFT total energy = -19839.0312 eV
SMILES string = OC(O)Cl.C=C
LUMO energy = 0.5 eV
HOMO level = -10.064 eV
Energy relative to the best compared isomer or geometry (same formula, charge and spin) = 75.5 kcal per mole

CARTESIAN COORDINATES (ANGSTROEM)
C  1.5640  0.5225  0.0589
C  1.8396  0.0124  -1.0507
C  -1.0772  -0.1614  0.5806
O  -0.6035  -0.7938  -0.5859
O  -2.1031  -0.8383  1.1426
Cl  -1.9020  1.5418  0.0679
H  1.4322  1.5836  0.1863
H  1.1634  0.0660  0.9692
H  -0.4313  0.1555  1.2699
H  2.0546  0.4307  -2.0703
H  1.8228  -1.1302  -1.2536
H  -1.3982  -0.8312  -1.3242
H  -2.3614  -0.5576  2.0094


No. 4
A 2-piece molecular cluster, H4OS2 overall at a distorted geometry. Source: OMol25; level of theory: ωB97M-V/def2-TZVPD.

Summary:
Multiplicity = 1
DFT total energy = -23782.5688 eV
SMILES string = SS.O
LUMO energy = 0.4 eV
HOMO level = -9.627 eV
Energy relative to the best compared isomer or geometry (same formula, charge and spin) = 4.8 kcal per mole

CARTESIAN COORDINATES (ANGSTROEM)
S  -1.0150  -1.1864  -1.2353
S  -2.7327  -1.6327  -2.2625
H  -0.0491  -1.5909  -2.1802
H  -2.9170  -0.4658  -2.9761
H  1.4686  1.4402  2.9617
H  2.9833  1.7104  3.1672
O  2.2620  1.7252  2.5253


No. 5
C23H39Cl2N4O4Yb as an isolated structure at a distorted geometry. Source: OMol25; level of theory: ωB97M-V/def2-TZVPD.

Summary:
Multiplicity = 2
DFT total energy = -95211.0414 eV
LUMO energy (alpha / beta) = 0.5 / 0.5 eV
⟨S²⟩ = 0.761
HOMO level (alpha / beta) = -5.500 / -5.500 eV
Energy relative to the best compared isomer or geometry (same formula, charge and spin) = 0.0 kcal per mole

CARTESIAN COORDINATES (ANGSTROEM)
O  -0.1358  1.2933  -3.6082
C  -0.5952  1.0769  -4.7171
C  -0.2643  1.8260  -5.9699
C  0.8860  2.6280  -6.0377
H  1.6373  2.5520  -5.2339
C  1.0486  3.5234  -7.0960
H  1.9310  4.1808  -7.1280
C  0.0850  3.6112  -8.1217
H  0.2070  4.3435  -8.9297
C  -1.0091  2.7227  -8.1017
H  -1.7369  2.7622  -8.9204
C  -1.1737  1.8206  -7.0446
H  -2.0103  1.1155  -7.0260
H  -1.3546  0.2798  -4.8712
C  -2.4625  2.2460  -1.0514
C  -3.3387  1.6043  -0.1023
H  -2.9991  3.0539  -1.5927
H  -2.0935  1.5451  -1.8197
H  -1.5802  2.6791  -0.5465
C  -3.4573  0.7653  0.9001
C  -4.4187  1.0552  2.0520
H  -2.8603  -0.1522  1.0432
H  -5.1361  1.8249  1.7400
H  -3.8717  1.4233  2.9332
H  -5.0027  0.1900  2.3923
Yb  0.1707  -0.0291  0.3046
Cl  1.1824  2.3760  0.0942
Cl  -0.8727  -0.9725  -1.9070
H  3.0648  0.4261  -3.0610
H  5.1926  1.1327  -1.9344
C  2.5525  0.3915  -2.0847
C  4.6452  1.1425  -0.9862
N  3.5543  0.1820  -1.0370
H  1.7777  -0.3927  -2.0631
C  3.2756  -0.5166  0.0735
O  2.1669  -1.0431  0.3258
H  5.3103  0.8775  -0.1653
H  4.1164  -0.5815  0.7791
H  2.0625  1.3648  -1.8875
H  4.2215  2.1451  -0.8134
H  -1.6060  -5.4187  1.7248
H  -0.5244  -5.7652  -0.8865
C  -2.0999  -4.5710  1.2284
C  -1.1637  -4.8897  -1.0790
N  -1.2866  -4.0708  0.1215
H  -2.2572  -3.7748  1.9570
C  -0.5812  -2.9429  0.2377
O  -0.7197  -2.0934  1.1402
H  -0.7041  -4.2802  -1.8706
H  0.1492  -2.7783  -0.5841
H  -3.0630  -4.9222  0.8402
H  -2.1540  -5.2319  -1.4057
C  2.5009  0.9147  3.2763
N  1.5815  0.2153  4.1578
C  2.0849  -0.0307  5.4801
C  1.0371  -0.4861  6.4774
C  -0.0708  -1.2843  5.8377
N  -0.5552  -0.5956  4.6666
C  -1.9218  -0.8565  4.2724
C  0.2965  -0.0396  3.7605
O  -0.0967  0.2063  2.5922
H  2.0002  1.6757  2.6703
H  3.0232  0.2325  2.5909
H  3.2671  1.3996  3.8943
H  2.8766  -0.7996  5.4290
H  2.5651  0.8980  5.8246
H  0.6126  0.3831  6.9869
H  1.5446  -1.0840  7.2414
H  -0.9080  -1.4142  6.5251
H  0.3025  -2.2922  5.5762
H  -1.9638  -1.5521  3.4277
H  -2.4415  -1.2880  5.1291
H  -2.4398  0.0635  3.9798


No. 6
A 2-piece molecular cluster, C9H9F2NO3 overall at a distorted geometry. Source: OMol25; level of theory: ωB97M-V/def2-TZVPD.

Summary:
Multiplicity = 1
DFT total energy = -22542.2295 eV
SMILES string = [O-][N+](O)=C(F)F.Cc1ccc(C=O)cc1
LUMO energy = 0.0 eV
HOMO level = -8.721 eV
Energy relative to the best compared isomer or geometry (same formula, charge and spin) = 0.0 kcal per mole

CARTESIAN COORDINATES (ANGSTROEM)
C  -1.3797  1.0431  0.4795
C  -0.4918  -1.0095  -0.3888
C  -0.2102  1.6940  0.1472
C  0.6874  -0.3725  -0.7068
C  -1.5403  -0.3138  0.2100
C  0.8384  0.9922  -0.4491
C  -2.8022  -1.0258  0.5794
C  2.0865  1.6651  -0.7802
C  4.6681  -0.0045  0.6576
N  5.1503  -0.7557  -0.2696
O  6.3286  -0.2768  -0.8431
O  4.6995  -1.8174  -0.6919
O  3.1078  1.1229  -1.1376
F  3.5956  -0.3393  1.3463
F  5.2365  1.1088  1.0674
H  -2.1822  1.5899  0.9548
H  -0.6056  -2.0632  -0.6000
H  -0.0948  2.7478  0.3600
H  1.5077  -0.9113  -1.1588
H  -3.0663  -1.7677  -0.1733
H  -2.6643  -1.5516  1.5260
H  -3.6281  -0.3285  0.6971
H  2.0599  2.7662  -0.6511
H  6.5008  -0.8461  -1.6140


No. 7
One molecule with the formula C3H6N2O. Source: OMol25; level of theory: ωB97M-V/def2-TZVPD.

Summary:
Multiplicity = 1
DFT total energy = -8234.3213 eV
LUMO energy = 0.7 eV
HOMO level = -8.844 eV
Energy relative to the best compared isomer or geometry (same formula, charge and spin) = 54.8 kcal per mole

CARTESIAN COORDINATES (ANGSTROEM)
C  1.6828  -0.6498  0.0246
N  1.0441  0.6495  -0.0995
C  -0.2197  0.9379  -0.3469
N  -1.0920  -0.1144  -0.4195
C  -2.2932  0.4135  0.1171
O  -2.8550  -0.0635  1.0714
H  1.3922  -1.1593  0.9510
H  2.7609  -0.4902  0.0309
H  1.4263  -1.2813  -0.8333
H  1.6135  1.4731  0.0012
H  -0.8942  -1.0789  -0.1243
H  -2.5658  1.3634  -0.3725